[1]
Formula: C5H7NO
Source: the OMol25 dataset
Level of theory: ωB97M-V/def2-TZVPD

The multiplicity is 1. The energy above the lowest of the compared OMol25 structures with the same formula, charge and spin comes out at 122.7 kcal/mol. As for the structure (SMILES): C=C=C/C(O)=C/N. The gap between HOMO and LUMO (spin up / spin down) is 7.8720 / 6.2233 eV. As for the maximum force: 2.4 eV Å⁻¹.

Geometry (Å):
C -2.9158 -0.1272 -0.2604
C -1.7202 -0.3201 0.2187
C -0.6016 -0.5552 0.8567
C 0.4678 0.2056 0.2517
O 0.4884 1.5803 0.4172
C 1.5634 -0.4500 -0.1799
N 2.7818 0.1267 -0.4480
H -3.7291 -0.7951 0.0008
H -3.0992 0.6408 -1.0029
H -0.4114 -1.5007 1.3518
H -0.3358 1.8294 0.8685
H 1.5528 -1.5230 -0.3550
H 3.2422 -0.2564 -1.2682
H 2.7168 1.1449 -0.4510


[2]
Formula: C5H7NO
Source: the OMol25 dataset
Level of theory: ωB97M-V/def2-TZVPD

The multiplicity is 1. The energy above the lowest of the compared OMol25 structures with the same formula, charge and spin comes out at 11.8 kcal/mol. As for the structure (SMILES): O=C1CC=CCN1. The gap between HOMO and LUMO is 10.1295 eV. As for the maximum force: 0.9 eV Å⁻¹.

Geometry (Å):
O 1.3156 2.1897 -0.6021
C 0.7763 1.1914 -0.1694
C 1.4795 -0.1182 0.0904
C 0.5727 -1.2908 -0.1781
C -0.7536 -1.1823 -0.1991
C -1.4644 0.1101 0.0746
N -0.5119 1.1693 0.3172
H 1.7336 -0.0846 1.1625
H 2.4183 -0.1551 -0.4625
H 1.0436 -2.2528 -0.3585
H -1.3803 -2.0398 -0.4295
H -2.1234 0.0079 0.9466
H -2.1219 0.3592 -0.7771
H -0.8075 2.0075 0.7620


[3]
Formula: C5H7NO
Source: the OMol25 dataset
Level of theory: ωB97M-V/def2-TZVPD

The multiplicity is 1. The energy above the lowest of the compared OMol25 structures with the same formula, charge and spin comes out at 137.5 kcal/mol. The gap between HOMO and LUMO (spin up / spin down) is 8.2726 / 8.2719 eV. As for the maximum force: 0.5 eV Å⁻¹.

Geometry (Å):
C -1.5442 -0.5489 1.3969
C -0.2689 0.5547 -1.1624
C 0.4962 1.4702 -0.2539
O 1.5969 0.7735 0.3685
C 1.4484 -0.5350 0.5898
N 0.6250 -1.3414 0.0354
C -0.1845 -0.7642 -0.9714
H -1.2082 -1.5283 1.7974
H -2.3139 -0.8558 0.6533
H -0.9036 0.9830 -1.9312
H -0.1455 1.8632 0.5459
H 0.9523 2.3030 -0.7961
H 2.1823 -0.8962 1.3071
H -0.7325 -1.4779 -1.5792


[4]
Formula: C5H7NO
Source: the OMol25 dataset
Level of theory: ωB97M-V/def2-TZVPD

The multiplicity is 1. The energy above the lowest of the compared OMol25 structures with the same formula, charge and spin comes out at 13.2 kcal/mol. As for the structure (SMILES): CC(=O)[C@@H](C)C#N. The gap between HOMO and LUMO is 10.9874 eV. As for the maximum force: 1.2 eV Å⁻¹.

Geometry (Å):
C 2.0391 0.0687 -0.1811
C 0.7261 -0.5954 0.1809
O 0.6920 -1.4874 0.9923
C -0.6055 -0.0277 -0.3693
C -1.8011 -0.4660 0.4836
C -0.5809 1.4352 -0.5386
N -0.5986 2.5849 -0.6722
H 2.8118 -0.6818 -0.3726
H 2.2780 0.5568 0.7532
H 2.0051 0.8034 -0.9856
H -0.6942 -0.4550 -1.3773
H -1.7491 -0.0300 1.4858
H -2.7377 -0.1540 0.0149
H -1.7851 -1.5517 0.5859


[5]
Formula: C5H7NO
Source: the OMol25 dataset
Level of theory: ωB97M-V/def2-TZVPD

The multiplicity is 1. The energy above the lowest of the compared OMol25 structures with the same formula, charge and spin comes out at 30.7 kcal/mol. As for the structure (SMILES): C[C@H](C#N)CC=O. The gap between HOMO and LUMO is 10.8050 eV. As for the maximum force: 1.8 eV Å⁻¹.

Geometry (Å):
C 0.0787 1.6038 0.7677
C 0.2442 0.1007 0.6262
C 1.6737 -0.2418 0.6528
N 2.6859 -0.6771 0.3022
C -0.3008 -0.3321 -0.7808
C -1.1253 -1.6046 -0.8915
O -2.2267 -1.7387 -0.4126
H 0.5646 1.9240 1.6892
H -0.9910 1.8138 0.8071
H 0.5303 2.1128 -0.0959
H -0.2008 -0.4251 1.4839
H -0.9034 0.4272 -1.2961
H 0.5344 -0.4539 -1.4646
H -0.5637 -2.5091 -1.3875


[6]
Formula: C5H7NO
Source: the OMol25 dataset
Level of theory: ωB97M-V/def2-TZVPD

The multiplicity is 1. The energy above the lowest of the compared OMol25 structures with the same formula, charge and spin comes out at 55.2 kcal/mol. As for the structure (SMILES): CC[C@@]1(C#N)CO1. The gap between HOMO and LUMO is 11.9257 eV. As for the maximum force: 1.2 eV Å⁻¹.

Geometry (Å):
C 0.3992 -0.5170 -1.7483
C 0.8804 -0.1246 -0.3200
C -0.1926 0.3853 0.7598
C -1.2215 0.9898 -0.0758
N -1.8278 1.2943 -1.0116
C -0.5825 -0.0783 2.1357
O 0.1353 1.1225 1.9364
H -0.3564 -1.3107 -1.7848
H 1.3153 -0.9014 -2.2087
H 0.0445 0.3038 -2.3866
H 1.4258 -0.9973 0.0489
H 1.6219 0.6687 -0.5077
H -1.6119 0.0301 2.5108
H -0.0297 -0.8651 2.6518


[7]
Formula: C5H7NO
Source: the OMol25 dataset
Level of theory: ωB97M-V/def2-TZVPD

The multiplicity is 1. The energy above the lowest of the compared OMol25 structures with the same formula, charge and spin comes out at 70.3 kcal/mol. The gap between HOMO and LUMO is 9.1554 eV. As for the maximum force: 1.9 eV Å⁻¹.

Geometry (Å):
C -1.9473 0.2822 -0.1417
C -0.4859 0.1978 -0.5229
C 0.5186 0.9391 0.3806
C 1.7677 0.4473 0.1065
N 1.6772 -0.7161 -0.6710
C 0.3087 -0.9718 -0.0556
O 0.1085 -1.6314 0.9340
H -2.2845 1.3234 -0.1676
H -2.0998 -0.1128 0.8655
H -2.5768 -0.2916 -0.8313
H -0.2953 0.4383 -1.5766
H 0.2574 0.7891 1.4456
H 2.6857 0.7168 0.6254
H 2.3659 -1.4103 -0.3910


[8]
Formula: C5H7NO
Source: the OMol25 dataset
Level of theory: ωB97M-V/def2-TZVPD

The multiplicity is 1. The energy above the lowest of the compared OMol25 structures with the same formula, charge and spin comes out at 6.2 kcal/mol. As for the structure (SMILES): C[C@H]1C=CNC1=O. The gap between HOMO and LUMO is 9.6264 eV. As for the maximum force: 0.5 eV Å⁻¹.

Geometry (Å):
C -1.8678 0.3588 0.1671
C -0.4187 0.2825 -0.2816
C 0.6594 0.8960 0.5768
C 1.7872 0.2075 0.3967
N 1.5570 -0.8921 -0.4488
C 0.1839 -1.0930 -0.5684
O -0.3579 -2.1356 -0.8503
H -2.1709 1.4118 0.2041
H -2.0268 -0.0793 1.1559
H -2.5179 -0.1547 -0.5479
H -0.3504 0.7762 -1.2676
H 0.5289 1.7522 1.2171
H 2.7784 0.3724 0.8027
H 2.1981 -1.6612 -0.5377


[9]
Formula: C5H7NO
Source: the OMol25 dataset
Level of theory: ωB97M-V/def2-TZVPD

The multiplicity is 1. The energy above the lowest of the compared OMol25 structures with the same formula, charge and spin comes out at 77.1 kcal/mol. As for the structure (SMILES): OCC#C[C@H]1CN1. The gap between HOMO and LUMO is 10.0812 eV. As for the maximum force: 0.5 eV Å⁻¹.

Geometry (Å):
O 0.8198 2.5083 1.7867
C 0.0182 2.4994 0.6229
C -0.2326 1.1425 0.1067
C -0.4415 0.0174 -0.2774
C -0.6999 -1.3348 -0.7297
C 0.4337 -2.1753 -1.1994
N -0.2219 -2.4719 0.0652
H 0.3653 1.9772 2.4527
H -0.9471 3.0010 0.7919
H 0.5619 3.0898 -0.1205
H -1.6829 -1.4948 -1.1672
H 1.4229 -1.7222 -1.1853
H 0.2650 -2.9031 -1.9893
H 0.3392 -2.1335 0.8426


[10]
Formula: C5H7NO
Source: the OMol25 dataset
Level of theory: ωB97M-V/def2-TZVPD

The multiplicity is 1. The energy above the lowest of the compared OMol25 structures with the same formula, charge and spin comes out at 105.1 kcal/mol. As for the structure (SMILES): C1=CCCON=C1. The gap between HOMO and LUMO is 9.6671 eV. As for the maximum force: 1.3 eV Å⁻¹.

Geometry (Å):
C -0.4106 1.8149 0.0347
C -0.8871 0.6397 0.4760
C -0.2226 -0.7187 0.5686
C 1.0962 -1.0253 -0.2048
O 2.2140 -0.2178 0.1561
N 1.4850 0.9194 0.5917
C 0.9829 1.6596 -0.3140
H -1.0089 2.7001 -0.0875
H -1.9353 0.5842 0.7601
H -0.9456 -1.4627 0.2133
H -0.0483 -0.9151 1.6291
H 1.3810 -2.0623 -0.0078
H 0.9006 -0.8987 -1.2798
H 1.3632 1.8031 -1.3268


[11]
Formula: C5H7NO
Source: the OMol25 dataset
Level of theory: ωB97M-V/def2-TZVPD

The multiplicity is 1. The energy above the lowest of the compared OMol25 structures with the same formula, charge and spin comes out at 53.8 kcal/mol. The gap between HOMO and LUMO is 10.4622 eV. As for the maximum force: 1.8 eV Å⁻¹.

Geometry (Å):
C 0.9605 -0.9364 -1.3474
C 0.3569 -0.0511 -0.3228
N 1.2136 0.4150 0.7726
C -0.0084 -0.2443 1.1364
C -1.2086 0.6933 1.1058
C -0.9355 0.7238 -0.4165
O -1.6698 0.9139 -1.3510
H 1.4351 -0.3467 -2.1417
H 0.1898 -1.5702 -1.7834
H 1.7349 -1.5337 -0.8575
H 1.1545 1.3989 0.5707
H 0.0289 -1.2415 1.5572
H -1.0758 1.6177 1.6753
H -2.1848 0.2516 1.3353


[12]
Formula: C5H7NO
Source: the OMol25 dataset
Level of theory: ωB97M-V/def2-TZVPD

The multiplicity is 1. The energy above the lowest of the compared OMol25 structures with the same formula, charge and spin comes out at 32.5 kcal/mol. As for the structure (SMILES): CC(=O)[C@@H](C)C#N. The gap between HOMO and LUMO is 10.3754 eV. As for the maximum force: 8.9 eV Å⁻¹.

Geometry (Å):
C -1.5581 0.9836 -0.9136
C -0.1870 0.7635 -0.3545
O 0.3687 1.8795 0.1555
C 0.4227 -0.5978 -0.0318
C 1.7941 -0.5051 0.6023
C -0.6070 -1.1888 0.8123
N -1.3525 -1.6796 1.5491
H -1.7848 1.9942 -1.2601
H -2.3048 0.7259 -0.1512
H -1.6622 0.2566 -1.7209
H 0.4687 -1.1970 -0.9430
H 1.7453 0.0720 1.5254
H 2.1888 -1.4941 0.8302
H 2.4682 -0.0129 -0.0996